1.
DFT (wB97M-V/def2-TZVPD) results for a molecular structure, C38H34AuN2O2S3Se3Te.

Geometry as XYZ:
```
84
Properties=species:S:1:pos:R:3:forces:R:3
H 4.86339 -5.11922 -2.75746 0.00 0.00 0.00
C -5.40541 2.32676 -2.87147 0.00 0.00 0.00
H -3.20732 2.47061 -0.28164 0.00 0.00 0.00
H 6.69562 3.31395 2.62460 0.00 0.00 0.00
Au 1.54713 -0.06969 -2.81165 0.20 0.29 -0.11
C -2.14179 -1.69139 -1.54532 -0.01 -0.01 -0.01
H 4.99300 -2.48262 0.01266 0.00 0.00 -0.01
S -1.27163 0.90161 -1.63106 -0.05 0.05 0.17
Se 4.01433 -0.12516 -2.35512 -0.47 0.03 0.23
C -2.87636 1.45433 -2.15030 0.03 -0.01 -0.06
Se 4.97227 0.36111 -4.31818 0.19 -0.15 -0.11
H 3.04911 -3.74959 -3.49946 0.01 -0.01 0.00
C 2.93148 2.34032 0.29173 -0.02 0.00 0.01
H -0.48213 3.56702 3.72740 0.00 0.00 0.00
H 4.07640 -3.49663 1.12932 0.00 0.00 0.00
C 0.06026 0.99279 1.59639 -0.01 -0.01 -0.01
C -2.02126 2.27934 2.93466 0.00 0.00 0.00
H -2.87019 3.78702 4.22303 0.00 0.00 0.00
Se 1.88312 2.36606 -3.36688 -0.04 -0.19 0.50
C -6.76495 2.82122 -3.27706 0.00 0.00 0.00
H -2.75607 0.56895 -4.09764 0.00 0.00 -0.01
H -7.40017 2.99041 -2.40895 0.00 0.00 0.00
C -3.36498 1.13665 -3.40701 0.00 0.00 0.01
C 4.24127 -3.27423 0.07659 0.00 0.00 -0.02
S 1.32127 0.15627 0.63130 -0.01 0.08 0.03
O 1.56148 -1.18224 1.27094 -0.02 -0.02 0.03
H -3.86440 -0.13040 1.35274 0.00 -0.01 0.00
C -2.23056 -4.41718 2.43908 0.00 0.00 0.00
C -1.79223 -3.31956 3.20907 0.00 -0.01 0.00
C -1.56658 -2.10768 2.62245 0.00 0.01 0.00
O -0.62117 0.39600 -2.92188 0.07 -0.14 -0.20
S 1.08386 -2.36007 -2.29665 0.04 -0.01 0.02
H -2.40958 -5.37018 2.91903 0.00 0.00 0.00
H 5.60632 1.08080 2.76920 0.00 0.00 0.00
C -1.21975 0.52001 1.42792 0.02 -0.02 0.02
C -2.19971 -3.03618 0.45821 0.01 0.01 0.01
C 4.85524 1.43411 2.07293 -0.01 -0.02 0.01
H -5.02633 1.33630 -4.73501 0.00 0.00 0.00
C 4.69215 -4.50878 -0.68582 0.00 0.00 0.01
C -3.61227 2.21453 -1.25421 0.01 0.01 0.04
H 3.54386 -0.25536 2.38197 0.00 0.00 0.01
H -5.18342 2.99550 3.95680 0.00 0.00 0.00
H -1.22182 -1.27297 3.21837 0.00 0.00 0.00
C -1.70141 -0.59779 -0.76620 -0.01 -0.01 -0.05
Te 3.62721 2.38107 -5.05655 0.01 0.14 -0.46
N 3.36978 -3.69224 -2.54677 -0.02 0.02 -0.03
C -1.76499 -1.93413 1.23123 0.00 -0.01 0.01
C 2.61201 -2.98199 -1.72064 0.08 0.01 0.06
C 6.31962 3.42756 1.60856 0.00 0.00 0.00
C -4.64929 1.37445 2.62786 0.01 0.00 0.00
C -4.63137 1.57727 -3.75568 0.01 0.00 0.01
H 5.69455 -4.79579 -0.37269 0.00 0.00 0.00
H 1.35301 2.44248 2.55355 0.01 0.00 -0.01
H 7.09999 3.08204 0.92745 0.00 0.00 0.00
C -1.53230 -0.67798 0.58949 -0.01 0.00 0.03
C -2.39788 -2.87852 -0.93835 0.00 0.00 -0.01
C 0.33655 2.09704 2.43143 0.02 -0.01 0.00
C -3.09135 2.93272 3.59537 0.01 0.00 0.01
C 5.05706 2.63882 1.40333 0.01 0.01 -0.01
C -2.42854 -4.27834 1.09566 0.00 0.01 -0.01
H -2.74026 -3.72724 -1.51745 0.00 0.00 0.00
H -5.66981 1.03194 2.51802 0.00 0.00 0.00
H 4.21995 4.01635 -0.01429 0.00 -0.01 -0.01
C -2.29585 1.16035 2.11222 0.00 0.00 -0.01
H -2.76453 -5.11615 0.49725 0.00 0.00 0.00
H -5.46440 3.22541 -0.92328 0.00 0.00 0.00
C -3.64110 0.72313 1.97925 0.01 0.01 -0.01
H 2.34960 -2.24703 0.14179 0.00 -0.03 -0.02
H 4.02056 -5.34129 -0.46907 0.00 0.00 0.00
H 5.44980 -3.48312 -2.43182 0.00 0.00 -0.01
C 3.70777 0.68282 1.86715 0.00 -0.02 0.01
H -1.63319 -3.44199 4.27215 0.00 0.00 0.00
H 6.15973 4.48747 1.41641 0.00 0.00 0.00
C -4.37294 2.49253 3.44634 -0.01 0.00 0.00
N 2.97907 -2.78563 -0.47340 -0.03 -0.02 -0.01
C 4.68092 -4.21703 -2.17685 0.00 0.00 0.01
H -6.68080 3.76704 -3.81593 0.00 0.00 0.00
H 2.18882 2.68399 -0.41751 0.00 0.01 -0.02
H -7.26245 2.11061 -3.93583 0.00 0.00 0.00
C -0.68501 2.72087 3.08271 0.00 -0.01 0.00
H -2.25119 -1.57163 -2.61522 -0.01 0.00 0.00
C 2.75289 1.14927 0.97961 -0.01 0.01 -0.01
C -4.87886 2.63731 -1.61921 -0.01 0.00 -0.01
C 4.07718 3.08284 0.51626 0.01 0.01 0.00
```
Positions in Å, forces in eV/Å.

- Kohn-Sham gap (alpha / beta): 5.296 / 5.298 eV
- Net charge: +1
- E_LUMO (alpha / beta): -4.3 / -4.3 eV
- Energy relative to the best compared isomer or geometry (same formula, charge and spin): 0.208 eV

2.
DFT (wB97M-V/def2-TZVPD) results for a molecular structure, C38H34BrN4P2PtTe.

Geometry as XYZ:
```
81
Properties=species:S:1:pos:R:3:forces:R:3
C -4.29454 -0.66799 -2.10663 0.06 -0.03 -0.06
H 5.76620 0.09079 -2.95797 -0.02 -0.01 0.00
N -2.20079 1.74760 -1.91778 0.03 -0.11 0.11
H -1.57844 2.46115 5.28536 0.00 -0.01 -0.02
Br -4.57100 -4.89014 -0.33300 -0.04 -0.09 0.00
H 0.39630 -0.48139 -3.67763 -0.02 -0.01 0.00
C 1.15033 -1.18299 0.63948 -0.49 -0.42 -0.07
C 0.56285 1.65683 -3.75253 -0.03 0.00 0.04
C -1.92480 2.05965 3.20533 0.02 -0.04 -0.02
H -0.66674 5.42925 -0.82009 0.02 0.00 0.00
H -0.29352 0.37759 5.64603 -0.01 0.00 -0.02
C -4.51375 -3.16862 -1.07744 0.02 0.00 -0.02
Pt -1.37477 -0.08853 -1.00091 -0.41 -0.08 0.07
C 3.13230 -1.49737 -1.52500 0.00 -0.02 0.05
C 0.88160 2.80824 -3.04442 0.02 0.01 0.02
N 4.49389 2.60043 2.35724 -0.08 -0.20 -0.02
C -0.47228 -0.26905 3.61266 -0.07 -0.05 0.01
H -3.17601 5.77740 -2.63616 -0.01 0.01 0.00
H 2.38868 0.60302 4.06069 0.00 0.00 -0.01
C 3.86565 -0.49400 -2.15701 0.00 0.04 0.01
P -0.63927 -1.07665 0.90651 0.36 0.43 -0.20
H 3.39947 0.45317 -2.39996 0.03 -0.01 0.01
C 0.59873 0.42445 -3.11882 0.07 0.02 -0.01
H -2.26001 -6.25112 2.63475 0.01 0.01 -0.01
C 5.20304 -0.69589 -2.47202 -0.03 -0.03 0.02
H -0.55607 -6.01199 0.85662 0.00 0.01 0.00
C 1.25976 1.50742 -1.05458 -0.08 -0.03 0.07
H 0.29162 1.71794 -4.79852 0.03 -0.01 0.00
H 6.86095 -2.05535 -2.40399 -0.02 0.00 0.01
C 3.65368 2.15909 3.29320 0.08 0.08 -0.10
C 1.22129 2.73493 -1.69626 -0.03 -0.02 -0.02
C 5.08842 -2.91535 -1.55210 -0.02 0.04 -0.01
H 3.41647 2.85396 4.09129 0.01 0.01 0.00
H -2.82385 4.42308 -3.72262 0.00 -0.02 0.00
H -1.53624 5.56342 -3.28590 0.02 0.02 -0.01
H 0.88740 3.76641 -3.55057 -0.01 -0.01 0.01
H -3.28752 -4.23681 3.63388 0.01 0.01 -0.01
C -0.68534 0.61040 4.66355 -0.01 -0.01 -0.02
C -2.14129 2.90126 -1.85048 0.05 0.36 -0.17
C -2.14345 -2.87181 2.44285 -0.05 -0.04 -0.05
C 3.08081 0.89318 3.28151 0.01 0.08 -0.04
C -1.00040 -5.13277 1.30455 -0.02 0.03 0.00
C -1.16789 -2.72960 1.45725 0.03 0.01 0.14
C 3.74968 -2.71868 -1.24982 0.02 -0.01 -0.02
C 4.80951 1.75252 1.37597 -0.01 0.12 0.09
C -0.96657 0.01476 2.33681 0.12 -0.03 0.03
C -0.60669 -3.87150 0.88236 0.02 -0.03 0.03
C -1.55172 4.84439 -0.56707 -0.07 -0.05 -0.11
N -2.08669 4.20844 -1.77322 -0.05 -0.17 0.04
C 5.81725 -1.90144 -2.16124 -0.01 0.00 0.01
H -2.60020 -1.99643 2.88672 0.02 0.00 0.02
C -5.64926 -2.56595 -1.58440 -0.11 0.05 -0.05
C -1.70375 1.18277 2.14981 0.05 0.04 0.01
P 1.36448 -1.33117 -1.10814 0.34 0.27 0.12
H -2.50730 2.95873 3.04681 0.00 -0.02 0.00
H 0.13507 -3.77682 0.09762 0.02 0.01 0.03
C -1.40814 1.77951 4.46155 0.00 -0.02 -0.03
C 4.30268 0.46437 1.27468 0.02 0.03 0.05
H -1.27655 4.08065 0.15690 0.00 -0.01 -0.01
C -2.42460 5.04387 -2.92572 0.05 -0.06 0.10
N -3.20381 -1.25538 -1.60625 -0.05 -0.04 0.42
H -6.60091 -3.08010 -1.56629 0.01 0.01 0.00
C -5.52826 -1.29244 -2.11631 -0.03 -0.01 -0.03
H -2.11190 1.39883 1.16936 0.00 0.00 -0.05
H 4.60793 -0.18013 0.46082 0.00 0.01 0.01
H -2.41164 -2.94482 -0.71497 -0.05 0.01 -0.02
H 1.48949 3.63170 -1.15087 0.00 -0.01 0.00
C 0.95193 0.33035 -1.76102 0.06 -0.09 -0.14
H -6.38692 -0.78096 -2.52850 0.01 -0.01 -0.01
H -4.15840 0.32595 -2.50911 0.00 0.02 0.06
C -1.95961 -5.26645 2.30021 0.04 0.01 0.01
Te 2.48645 -1.85387 2.10159 -0.04 -0.18 -0.02
H 3.18097 -3.52167 -0.79516 0.01 0.01 0.01
H -2.30342 5.50134 -0.13024 -0.01 0.02 0.01
H 1.55928 1.43728 -0.01444 0.02 0.00 -0.02
C -3.31125 -2.49086 -1.10373 0.08 0.09 -0.18
H 0.07176 -1.18610 3.78996 0.01 -0.01 0.01
C -2.53453 -4.13675 2.86281 0.01 0.02 -0.03
H 5.56099 -3.86131 -1.32183 -0.01 0.01 0.00
C 3.40492 0.03482 2.24229 0.09 0.07 -0.03
H 5.50829 2.11927 0.63165 0.00 0.01 0.01
```
Positions in Å, forces in eV/Å.

- Kohn-Sham gap (alpha / beta): 7.584 / 6.546 eV
- Net charge: +1
- 2S+1: 3
- E_LUMO (alpha / beta): -2.1 / -3.7 eV
- <S²>: 2.015
- Energy relative to the best compared isomer or geometry (same formula, charge and spin): 0.193 eV